# 1
The following is a quantum chemistry calculation of a structure of composition C22H17N3OsS6, from OMol25.

Geometry as XYZ:
```
49
Properties=species:S:1:pos:R:3:forces:R:3
Os 0.063533 -0.000195 0.212123 0.3629 -0.4199 -0.5770
S -2.369066 5.203544 4.553345 0.1731 -0.2564 -0.1207
C -1.798780 4.020755 3.587537 -0.1871 0.1465 -0.1956
S -2.539166 2.442411 3.464258 0.3457 0.0764 -0.1258
C -1.493038 1.820416 2.271772 -0.1338 -0.0904 -0.0476
C -0.493988 2.671869 1.804504 0.0476 0.0853 0.0643
S 0.687844 2.142961 0.635148 -0.2191 0.4870 0.1199
S -0.462813 4.239043 2.478302 -0.1353 -0.2974 0.1365
S -1.677444 0.195432 1.636886 -0.2259 0.2021 0.5816
N -0.002010 -4.156720 1.130684 -0.1341 0.1316 -0.0257
C -0.575550 -2.975009 0.891415 -0.0231 -0.0929 0.0675
N 0.307888 -2.071912 0.489202 -0.4293 0.1217 0.0932
C 1.544870 -2.714455 0.483140 0.3112 -0.2299 -0.1173
C 2.810765 -2.238945 0.147595 -0.0067 -0.0250 0.0141
C 3.858583 -3.131304 0.240828 0.0066 0.0986 -0.0329
C 3.662256 -4.458175 0.649997 -0.0637 -0.0854 0.0370
C 2.411984 -4.940527 0.980343 0.0117 0.0260 -0.0081
C 1.358449 -4.038206 0.887938 0.1865 0.1952 -0.0985
H -0.487684 -4.985096 1.439097 -0.0113 0.0060 -0.0004
H -1.630894 -2.792259 1.014382 -0.0082 -0.0122 0.0123
H 2.975137 -1.214149 -0.166464 -0.0054 -0.0010 0.0165
H 4.858956 -2.803572 -0.004790 0.0054 0.0073 -0.0031
H 4.516245 -5.117801 0.707998 -0.0006 -0.0221 0.0057
H 2.263438 -5.963427 1.295046 0.0045 -0.0269 0.0070
N 0.412020 -0.049367 -1.810647 0.0399 0.1727 0.1865
S -0.277617 1.076427 -2.782840 0.3083 -0.0694 -0.2546
C 1.025831 1.847849 -3.718130 -0.1262 -0.0315 0.1284
C 1.760398 1.137774 -4.661277 -0.0775 -0.1234 -0.0066
C 2.793481 1.779716 -5.317726 0.0110 0.0079 -0.0018
C 3.075185 3.112969 -5.036335 0.0014 0.0109 0.0039
C 2.330669 3.812180 -4.098700 0.0234 0.0025 -0.0145
C 1.296525 3.177827 -3.427003 -0.0689 0.0045 0.0794
C -1.153031 0.140164 -4.037900 0.0826 0.0750 0.0639
C -1.547176 0.811648 -5.188649 0.0187 0.0843 0.0179
C -2.290451 0.128870 -6.135926 0.0050 -0.0167 0.0097
C -2.631057 -1.202228 -5.928915 0.0055 0.0059 0.0071
C -2.234473 -1.853732 -4.771697 -0.0137 -0.0163 -0.0290
C -1.494176 -1.181330 -3.809595 0.0531 -0.0509 0.1073
H 1.090146 -0.647530 -2.274970 -0.1261 -0.1086 -0.0356
H 1.511251 0.109719 -4.895739 0.0171 -0.0090 -0.0155
H 3.374850 1.248700 -6.058075 0.0006 -0.0199 -0.0108
H 3.879128 3.609868 -5.561274 0.0133 0.0129 -0.0075
H 2.550346 4.850182 -3.893300 -0.0011 0.0145 0.0061
H 0.704181 3.708923 -2.692965 -0.0048 0.0180 0.0090
H -1.273257 1.846092 -5.352307 0.0021 0.0133 -0.0052
H -2.600654 0.635974 -7.038440 -0.0026 0.0129 -0.0125
H -3.207436 -1.731160 -6.674680 -0.0127 -0.0109 -0.0112
H -2.499688 -2.889588 -4.613514 -0.0056 -0.0147 0.0002
H -1.185297 -1.683102 -2.902029 -0.0146 0.0118 -0.0174
```
Positions in Å, forces in eV/Å.

As for the multiplicity: 5. The orbital gap (alpha / beta) is 0.2794 / 0.2147 hartree. Its charge is +2.

***

# 2
The following is a quantum chemistry calculation of a structure of composition C64H66BrN8O2S4Si2Ti, from OMol25.

Geometry as XYZ:
```
148
Properties=species:S:1:pos:R:3:forces:R:3
Ti 1.042547 0.948440 -0.650697 0.1440 1.1447 0.4620
O 0.101123 1.696132 -4.798756 0.0059 0.0014 0.0275
C 0.636915 0.527335 -5.230960 0.0012 -0.0697 -0.0096
C 0.649846 0.294257 -6.602525 -0.0131 0.0284 -0.0249
C 1.136800 -0.897658 -7.108579 -0.0110 -0.0026 0.0305
C 1.610841 -1.881121 -6.250892 0.0368 -0.0754 -0.0040
C 1.602602 -1.650887 -4.884543 -0.0232 0.0557 -0.0169
C 1.138419 -0.449134 -4.358186 0.0106 0.0478 0.0595
C 1.056208 -0.248803 -2.865977 -0.0766 -0.4988 -0.1002
O 1.102299 1.081629 -2.478373 0.1904 -0.0337 -1.0849
N 2.066403 -1.014609 -2.065145 0.3081 -0.1529 -0.2007
N 2.580146 -0.188136 -1.011856 -0.2548 -0.1726 -0.2377
C 3.883337 0.253115 -1.299333 0.2539 0.0399 -0.1046
C 4.818531 0.541712 -0.433479 -0.0281 -0.0231 0.0685
Br 2.155402 3.067482 -0.446350 -0.0217 -0.3151 0.5965
C 5.847336 0.810600 0.323739 -0.0743 -0.0478 0.0648
C 6.807255 -0.216107 0.779216 0.0965 -0.0302 -0.0221
C 6.434367 -1.553467 0.903947 -0.0339 -0.0043 -0.0244
C 7.359329 -2.507315 1.295383 0.0044 -0.0031 -0.0187
C 8.672778 -2.141021 1.558345 0.0165 0.0203 0.0039
C 9.050384 -0.811029 1.442543 0.0152 -0.0081 0.0208
C 8.120935 0.146838 1.067812 -0.0353 0.0031 0.0175
H 0.270114 1.756735 -3.836425 -0.0242 0.0231 -0.0006
H 0.268162 1.067775 -7.256508 0.0069 0.0067 0.0085
H 1.147902 -1.060403 -8.178427 -0.0104 0.0054 -0.0011
H 1.989807 -2.816505 -6.640317 -0.0068 0.0091 -0.0111
H 1.952745 -2.425617 -4.211118 0.0077 -0.0105 -0.0189
H 0.094535 -0.661096 -2.540001 -0.1035 -0.0121 0.0174
H 2.839056 -1.304897 -2.658334 0.0555 0.0838 0.0274
H 4.137895 0.342437 -2.358776 -0.0911 -0.0008 0.0051
H 6.031506 1.829789 0.656064 -0.0213 0.0054 -0.0602
H 5.409361 -1.836691 0.692434 -0.0059 0.0070 0.0128
H 7.056218 -3.541991 1.395529 0.0011 -0.0033 -0.0065
H 9.398907 -2.886474 1.854698 -0.0083 -0.0062 0.0073
H 10.073284 -0.518500 1.640890 -0.0049 0.0005 0.0213
H 8.418945 1.185048 0.980176 -0.0027 -0.0004 -0.0038
C 3.656449 2.738818 2.716799 -0.2932 0.1297 -0.2543
Si 2.191555 1.567637 2.910823 0.2019 -0.0040 0.5479
C 2.911344 -0.167302 2.668493 -0.2901 0.0980 -0.2449
C 1.478305 1.776739 4.655410 0.0659 0.0002 -0.1805
C 1.978691 1.565837 5.939013 -0.0455 -0.0345 0.0790
C 1.182178 1.851914 7.039563 0.1259 -0.0521 -0.0353
C -0.106660 2.351677 6.866336 -0.0984 0.0189 -0.0496
C -0.606711 2.579542 5.591287 -0.0350 -0.0091 0.0842
C 0.184647 2.295950 4.479311 0.0885 0.0881 -0.1896
Si -0.072676 2.454581 2.602380 -0.1312 0.4525 0.6645
C -1.791147 1.716385 2.256131 0.2155 -0.1933 -0.2807
C -0.185094 4.247972 2.042010 0.1979 -0.1497 -0.0294
H 4.321076 2.603461 3.573699 -0.0289 -0.0590 0.0312
H 3.349988 3.785878 2.683672 0.0038 -0.0036 0.0285
H 4.210479 2.521393 1.803915 -0.0229 0.0079 0.0336
H 3.947739 -0.165314 3.013889 0.0060 0.0578 0.0397
H 2.909486 -0.461107 1.616840 0.0728 -0.0601 0.0140
H 2.359226 -0.915228 3.240902 -0.0211 0.0255 -0.0007
H 2.982272 1.179952 6.083523 -0.0086 -0.0041 0.0380
H 1.566369 1.691833 8.039510 -0.0217 -0.0055 0.0070
H -0.717486 2.569462 7.734110 0.0117 0.0081 0.0056
H -1.608999 2.978908 5.469880 0.0049 0.0113 0.0258
H -2.274711 1.455881 3.201137 0.0737 0.0521 0.0480
H -1.740596 0.826183 1.632997 -0.0172 0.0005 -0.0290
H -2.404207 2.454730 1.735281 0.0324 0.0228 -0.0011
H -0.952677 4.762636 2.626525 -0.0195 -0.0441 0.0332
H -0.458105 4.311816 0.985372 0.0227 -0.0115 0.0135
H 0.760141 4.778236 2.174003 -0.0056 -0.0053 0.0148
N -0.995727 1.219641 -0.956556 -0.0378 0.1455 -0.3780
S -2.352489 0.878890 -1.346091 0.0099 -0.3293 0.3272
N -3.105894 -0.277019 -0.406032 -0.2162 0.1346 -0.1429
S -2.797724 -1.751946 -0.174379 0.0704 0.0844 0.1115
N -1.347688 -2.302692 -0.105455 0.0763 -0.1114 -0.0404
S -0.105986 -1.750393 0.839780 -0.3272 -0.0033 0.0756
N 0.370710 -0.381914 0.660990 -0.2093 -0.6101 0.3876
C -0.665944 -2.060213 2.503797 0.1125 0.0127 -0.1205
C -1.263037 -3.272654 2.825391 0.0716 -0.0299 0.0151
C -1.706868 -3.469112 4.120992 -0.0043 -0.0116 -0.0174
C -1.544833 -2.466237 5.073677 0.0375 0.0452 -0.0128
C -0.923219 -1.271308 4.741858 -0.0346 -0.0195 0.0941
C -0.476215 -1.067041 3.445077 0.0219 0.0651 -0.0750
C 1.037384 -3.089838 0.535513 -0.2016 -0.0940 -0.0158
C 1.819199 -3.538301 1.589394 0.0554 0.1601 0.0309
C 2.745347 -4.543779 1.360076 0.0142 0.0001 -0.0461
C 2.873668 -5.089856 0.090836 -0.0036 -0.0046 0.0294
C 2.082865 -4.631571 -0.955369 0.0204 -0.0012 -0.0005
C 1.158504 -3.624270 -0.738265 -0.0569 0.0415 -0.0111
C -3.762943 -2.143342 1.271714 -0.1033 0.0044 -0.0713
C -4.026601 -1.157963 2.208744 0.1235 0.0893 -0.0454
C -4.788165 -1.482515 3.320587 0.0198 -0.0165 0.0342
C -5.284991 -2.768874 3.476212 0.0264 -0.0089 -0.0142
C -5.007968 -3.746980 2.529184 0.0138 0.0067 0.0582
C -4.240127 -3.439419 1.419553 0.0676 -0.0151 -0.0538
C -3.543117 -2.773930 -1.426867 0.1449 -0.1005 0.0473
C -4.731295 -2.323220 -1.980319 -0.0066 0.0724 0.1141
C -5.329896 -3.080860 -2.972300 -0.0256 -0.0026 -0.0077
C -4.740658 -4.266596 -3.393037 0.0267 -0.0023 0.0149
C -3.550213 -4.703265 -2.825329 -0.0321 0.0069 -0.0261
C -2.939766 -3.954514 -1.831687 0.0937 0.0282 0.0430
C -2.656985 0.241005 -3.020756 -0.0491 0.1029 0.1257
C -2.125643 -1.005702 -3.327981 0.1446 0.0854 0.0459
C -2.243818 -1.519286 -4.606981 0.0389 -0.0012 -0.0001
C -2.913171 -0.794311 -5.581970 -0.0180 0.0062 -0.0085
C -3.478633 0.429735 -5.264643 -0.0087 -0.0004 -0.0131
C -3.353570 0.955494 -3.986325 -0.0056 0.0021 0.1014
C -3.531020 2.200256 -1.118635 -0.1179 -0.1936 -0.0010
C -4.500766 2.121575 -0.126331 0.0030 -0.0455 -0.0909
C -5.346284 3.200177 0.075691 0.0273 0.0548 0.0215
C -5.237349 4.329972 -0.722981 -0.0092 -0.0276 -0.0008
C -4.269748 4.393268 -1.714826 0.0064 0.0503 -0.0213
C -3.397903 3.334644 -1.910668 0.1421 -0.0405 0.1302
H -1.360175 -4.044686 2.072544 -0.0474 -0.0297 0.0242
H -2.175469 -4.405456 4.393172 -0.0064 -0.0038 -0.0073
H -1.896208 -2.625224 6.084910 0.0072 -0.0147 0.0005
H -0.772502 -0.495006 5.482188 -0.0007 0.0169 -0.0048
H 0.020094 -0.147634 3.169467 -0.0296 -0.0257 -0.0374
H 1.712824 -3.106875 2.575952 0.0193 -0.0226 0.0033
H 3.363398 -4.898216 2.173571 -0.0047 -0.0054 0.0048
H 3.590819 -5.881169 -0.083179 0.0079 0.0090 -0.0089
H 2.192124 -5.059755 -1.943033 -0.0178 0.0063 -0.0049
H 0.542823 -3.246001 -1.540757 0.0152 -0.0325 -0.0416
H -3.631933 -0.160173 2.070702 -0.0373 -0.0081 0.0270
H -4.992183 -0.723852 4.064256 -0.0143 0.0001 -0.0016
H -5.891477 -3.011860 4.338579 0.0049 -0.0011 0.0043
H -5.387281 -4.752061 2.655193 -0.0232 0.0087 -0.0129
H -4.020324 -4.198117 0.680207 -0.0372 -0.0089 0.0007
H -5.158193 -1.384647 -1.648388 -0.0408 -0.0182 -0.0432
H -6.252574 -2.741117 -3.422375 -0.0003 0.0007 -0.0024
H -5.210575 -4.854755 -4.169894 -0.0054 0.0105 -0.0082
H -3.091661 -5.623804 -3.160338 -0.0094 -0.0071 0.0042
H -2.000622 -4.258620 -1.387509 -0.0241 -0.0259 -0.0148
H -1.616531 -1.580667 -2.568036 0.1303 0.0113 -0.0750
H -1.802205 -2.478403 -4.844223 0.0003 -0.0080 0.0157
H -2.995555 -1.186218 -6.586946 -0.0002 -0.0022 -0.0006
H -4.019816 0.990458 -6.014761 0.0189 0.0118 -0.0030
H -3.804395 1.906249 -3.760039 -0.0397 0.0522 -0.0023
H -4.582378 1.231534 0.476818 -0.0520 0.0049 0.0333
H -6.083235 3.161877 0.866678 -0.0276 -0.0267 -0.0279
H -5.904649 5.166991 -0.566230 0.0041 0.0044 -0.0020
H -4.176126 5.275492 -2.333308 0.0390 0.0125 0.0242
H -2.602970 3.419285 -2.637921 0.0448 -0.0272 -0.0283
C 1.201148 7.052815 -0.317436 0.0134 -0.0334 -0.0066
N 1.636221 6.353868 -1.510546 0.0700 -0.1074 0.0429
C 0.932854 5.417869 -2.166300 -0.1657 0.2205 -0.1133
N 1.541641 4.889169 -3.256681 0.0739 -0.0016 0.0352
S -0.616810 4.939484 -1.740677 -0.0913 0.1207 -0.1802
H 1.239114 8.130118 -0.478106 -0.0001 0.0026 0.0056
H 1.832780 6.791748 0.532663 0.0043 -0.0070 0.0030
H 0.179130 6.756832 -0.102026 -0.0133 0.0016 -0.0024
H 2.581822 6.523498 -1.814148 -0.0292 0.0330 -0.0565
H 2.546519 4.924596 -3.329347 -0.0161 0.0051 -0.0305
H 1.097999 4.080365 -3.658010 -0.0091 0.0057 -0.0190
```
Positions in Å, forces in eV/Å.

For the relative energy (zero: lowest compared OMol25 entry of this formula, charge and spin), the calculation gives 115.6 kcal per mole. The orbital gap is 0.2565 hartree. Its charge is +1.

***

# 3
The following is a quantum chemistry calculation of a cluster of 3 separate species, C2H11N2O2 in total, from OMol25.

Geometry as XYZ:
```
17
Properties=species:S:1:pos:R:3:forces:R:3
C 0.323939 1.532805 -1.462180 0.0783 -0.1032 0.5383
N -0.701846 -0.608584 1.334522 -1.1777 -1.5986 0.6945
C -0.275892 -0.254206 0.153454 0.4358 1.8596 0.2411
N -0.028453 1.005452 -0.138017 -0.5807 -0.6980 0.2064
H -0.561916 2.034944 -1.822489 -0.0166 0.2841 -0.4072
H 0.583213 0.709390 -2.135733 0.1303 0.2582 0.2165
H 1.145889 2.240451 -1.306608 -0.1597 -0.2572 -0.4298
H -1.085367 -0.071378 2.125526 0.7305 0.6274 -0.4916
H -0.980979 -1.575349 1.445141 0.3540 -0.0581 -0.1494
H -0.048848 -0.988139 -0.594938 0.0247 -0.4406 -0.1691
H -0.368204 1.668395 0.551282 0.3078 0.1311 -0.1446
H 1.306817 -2.371174 -4.437883 0.0045 -0.1891 -0.1950
H 1.937247 -3.272226 -3.355106 0.0171 -0.1394 -0.1780
O 1.688724 -2.368588 -3.559469 -0.0766 0.3791 0.4398
H -0.453997 1.355105 4.419919 -0.1815 -0.3053 -0.3978
H -1.478289 0.301058 4.772663 -0.0188 -0.0402 -0.3027
O -1.002039 0.662045 4.009917 0.1287 0.2904 0.5284
```
Positions in Å, forces in eV/Å.

For the relative energy (zero: lowest compared OMol25 entry of this formula, charge and spin), the calculation gives 12.9 kcal per mole. The orbital gap is 0.4127 hartree. Its charge is +1.

***

| no. | DFT total energy (eV) |
| --- | --- |
| 1 | -95023.5253 |
| 2 | -235699.2421 |
| 3 | -9321.7458 |